(1)
The following is a DFT calculation (the ωB97M-V functional and the def2-TZVPD basis) of a cluster of 7 separate species, C14H47N4O7 in total at a distorted geometry.

The HOMO energy comes out at -0.402 hartree. Its strongest force on any atom is 2.7 eV Å⁻¹. The total energy is -35562.9531 eV. The HOMO-LUMO gap is 7.88 eV. The molar mass is 383.55 g/mol. The energy above the lowest of the compared OMol25 structures with the same formula, charge and spin comes out at 69.6 kcal per mole.

```
! RIJCOSX wB97M-V def2-TZVPD def2/J DEFGRID3
* xyz 1 1
N 0.3664 1.3000 0.4155
H 0.8370 2.1890 0.3241
H -0.6249 1.4761 0.3355
H 0.5837 0.9641 1.3429
H 0.6725 0.7791 -0.3939
C -0.3885 -1.3550 -4.7918
C 1.0432 -1.8653 -4.4786
C 1.9798 -2.2119 -5.7340
O 1.9713 -1.3140 -6.7801
C 2.9881 -1.6513 -7.7510
N 1.6369 -0.8231 -3.6518
H -0.2945 -0.4057 -5.3192
H -0.9638 -1.2188 -3.8761
H -1.0118 -2.0590 -5.3432
H 1.0320 -2.8135 -3.9413
H 1.6195 -3.1846 -6.0690
H 2.9914 -2.3965 -5.3724
H 2.9621 -0.9517 -8.5864
H 2.9148 -2.6334 -8.2181
H 4.0132 -1.4593 -7.4342
H 1.7102 -0.0814 -4.3335
H 2.5539 -1.1088 -3.3394
C 3.0445 2.4045 5.3256
C 1.7033 1.8130 5.5038
C 0.5782 2.8363 5.3662
O 0.5243 3.9523 6.3181
C 0.6521 3.5670 7.7137
N 1.5480 0.7060 4.5733
H 3.1720 3.3826 5.7895
H 3.4839 2.6294 4.3538
H 3.7384 1.6918 5.7713
H 1.6943 1.4999 6.5478
H -0.3542 2.2786 5.4531
H 0.5079 3.2567 4.3630
H -0.2105 2.9932 8.0527
H 0.7381 4.4691 8.3194
H 1.5327 2.9651 7.9382
H 0.8322 0.2594 5.1286
H 2.4072 0.2115 4.7661
C -0.3502 -4.1101 1.1983
C -1.3134 -5.3704 1.2688
C -2.6544 -5.0812 2.0841
O -2.3660 -4.9285 3.4620
C -1.9079 -6.1115 4.1598
N -1.6801 -5.7522 -0.1111
H -0.7812 -3.2112 0.7574
H 0.5886 -4.3414 0.6951
H -0.0403 -3.7854 2.1916
H -0.8288 -6.2764 1.6327
H -3.3440 -5.9182 1.9746
H -3.3184 -4.3865 1.5697
H -1.9387 -6.0288 5.2462
H -0.8949 -6.3992 3.8782
H -2.5055 -6.9786 3.8784
H -0.9708 -6.2307 -0.6478
H -2.4786 -6.3635 -0.0174
O -3.3520 2.4118 1.3935
H -4.0566 2.1996 0.7813
H -3.7854 2.8860 2.1032
O 2.4087 4.6884 0.6909
H 3.1760 5.0247 1.1540
H 1.9805 5.4682 0.3379
C -2.6215 4.4317 -4.0028
C -2.6396 5.4864 -5.1310
O -2.0878 4.8750 -6.3320
O -1.2956 4.0794 -3.4707
H -3.0993 3.5365 -4.4008
H -3.2708 4.7755 -3.1976
H -2.0700 6.3729 -4.8520
H -3.6954 5.7379 -5.2320
H -2.1185 5.4664 -7.0875
H -0.8724 3.7420 -4.2636
*
```


(2)
The following is a DFT calculation (the ωB97M-V functional and the def2-TZVPD basis) of a cluster of 8 separate species, C14H48N3O8 in total at a distorted geometry.

The HOMO energy comes out at -0.319 hartree. Its strongest force on any atom is 3.1 eV Å⁻¹. The total energy is -36128.2404 eV. The HOMO-LUMO gap is 3.31 eV. The molar mass is 386.55 g/mol. The energy above the lowest of the compared OMol25 structures with the same formula, charge and spin comes out at 198.4 kcal per mole.

```
! RIJCOSX wB97M-V def2-TZVPD def2/J DEFGRID3
* xyz 1 1
O 6.2743 16.8495 15.0403
H 6.4999 17.2005 14.1757
H 6.8797 16.1225 15.2032
H 5.3447 16.6221 14.9639
O 2.3093 18.8900 11.1360
H 2.0461 19.8131 11.1183
H 2.0996 18.4405 11.9579
H 3.2117 18.8522 10.8106
C -1.0433 16.2741 14.3698
C 0.2298 16.0618 15.2430
O 1.4115 16.4756 14.5748
H -1.8395 15.8976 15.0121
H -1.2445 15.6737 13.4826
H -1.1643 17.3206 14.0901
H 0.3730 15.0508 15.6245
H 0.0276 16.5807 16.1800
C -8.3787 15.0326 23.2690
C -9.1696 14.7921 21.9488
C -8.4643 14.1692 20.8030
O -7.4700 15.0925 20.3957
C -6.7990 14.6944 19.3033
N -10.4998 14.2389 22.2780
H -8.8913 15.8769 23.7301
H -7.3665 15.4083 23.1195
H -8.4575 14.0862 23.8040
H -9.4697 15.7542 21.5336
H -9.1340 13.9905 19.9618
H -8.0304 13.1939 21.0237
H -7.4381 14.9531 18.4590
H -6.4735 13.6554 19.3545
H -5.8842 15.2818 19.2246
H -10.4349 13.4863 22.9484
H -10.9333 13.8469 21.4543
C -6.0179 21.1412 12.4170
C -6.6938 22.5191 12.6478
C -6.0202 23.7318 11.8710
O -4.7769 23.9984 12.4392
C -4.2808 25.3098 12.0378
N -8.0828 22.5256 12.3302
H -6.5602 20.3106 12.8687
H -5.0084 21.1861 12.8257
H -5.9327 20.9733 11.3434
H -6.4642 22.5725 13.7120
H -6.6958 24.5829 11.9555
H -5.9722 23.5613 10.7955
H -5.0099 26.0891 12.2599
H -4.1309 25.2114 10.9627
H -3.3910 25.6364 12.5759
H -8.3426 22.3014 11.3803
H -8.4564 21.7120 12.7978
C -2.8518 20.9386 18.5489
C -2.4617 20.8030 19.9766
C -2.1116 19.4043 20.4993
O -1.8428 19.3109 21.8799
C -2.8871 19.4080 22.8452
N -1.4201 21.7713 20.0428
H -3.1192 21.9624 18.2870
H -3.7828 20.4224 18.3145
H -2.1763 20.5450 17.7894
H -3.2715 21.3266 20.4847
H -1.3153 18.9199 19.9342
H -2.9976 18.8031 20.2956
H -2.2823 19.5023 23.7471
H -3.5244 18.5311 22.9595
H -3.5475 20.2568 22.6684
H -0.9453 21.4685 20.8813
H -0.7481 21.4335 19.3688
O 4.4438 13.3488 12.5896
H 4.8642 13.6257 11.7755
H 3.6631 13.8987 12.6557
O 2.6888 20.6042 16.5085
H 2.6421 19.7963 15.9972
H 3.1007 20.3434 17.3323
*
```


(3)
The following is a DFT calculation (the ωB97M-V functional and the def2-TZVPD basis) of a structure of composition C14H49N17NbO9S at a distorted geometry.

The HOMO energy comes out at -0.155 hartree. Its strongest force on any atom is 3.5 eV Å⁻¹. The total energy is -71453.3866 eV. The HOMO-LUMO gap is 5.55 eV. The molar mass is 724.63 g/mol.

```
! RIJCOSX wB97M-V def2-TZVPD def2/J DEFGRID3
* xyz -1 1
N 0.4172 3.8113 1.1917
C 0.6848 3.1072 2.5079
C 0.1835 1.5368 2.5507
Nb -2.0086 1.2788 1.8507
C -1.2808 -0.3437 0.3697
N -0.9704 0.3571 -0.9685
C -2.5596 3.0439 3.1812
C -4.1516 3.4350 3.2017
C -4.8591 3.5538 1.7276
S -6.2781 2.2953 1.5049
C -2.2576 -0.2630 3.5204
O -3.3655 -1.1650 3.0875
N -2.8868 -2.3311 2.6201
O -3.6296 -2.7694 1.7241
H 0.4444 3.1256 0.4055
H -0.5455 4.2358 1.3051
H 1.8471 3.0879 2.7792
H 0.1898 3.7631 3.3704
H 0.9247 0.8287 1.9438
H 0.1673 1.2313 3.7045
H -3.7216 0.9434 1.3746
H -1.7894 2.4818 0.4797
H -2.0751 -1.1999 0.2024
H -0.2565 -0.7782 0.7593
H -1.8077 0.9746 -1.1764
H -0.1982 1.0439 -0.7132
H -1.9625 4.0446 2.9556
H -2.2485 2.7460 4.2928
H -4.2206 4.5142 3.7066
H -4.7055 2.7038 3.9502
H -4.1232 3.5488 0.8175
H -5.4056 4.6146 1.6968
H -5.8212 1.1529 0.8277
H -1.3042 -0.9605 3.6050
H -2.5842 0.2230 4.5338
C 2.6550 -1.6890 1.8903
O 1.5526 -1.2785 2.2172
N 2.8262 -2.7756 1.1160
N 3.7971 -1.0915 2.2752
H 3.7257 -3.1289 0.8363
H 1.9918 -3.2552 0.8043
H 3.7129 -0.2698 2.8593
H 4.7140 -1.4148 2.0163
C -3.7998 -1.7021 -3.7002
O -4.5592 -2.4589 -4.2843
N -2.4870 -1.9578 -3.5555
N -4.2078 -0.5448 -3.1490
H -1.8460 -1.3469 -3.0779
H -2.1387 -2.8190 -3.9559
H -5.1890 -0.3142 -3.2354
H -3.5974 0.0913 -2.6641
C 1.1073 -3.7424 -2.1858
O 2.0172 -2.9418 -2.3332
N 1.2743 -5.0689 -2.3351
N -0.1438 -3.3698 -1.8609
H 0.5374 -5.7436 -2.2180
H 2.2013 -5.3917 -2.5798
H -0.3125 -2.3798 -1.7390
H -0.9061 -4.0143 -1.7353
C -6.0607 5.2830 -1.4620
O -5.7834 5.5194 -0.2967
N -5.8312 6.1594 -2.4564
N -6.6205 4.1249 -1.8559
H -6.0525 5.9829 -3.4218
H -5.4108 7.0439 -2.2028
H -6.8099 3.4374 -1.1384
H -6.8559 3.9121 -2.8106
C -5.2832 1.1122 -7.0862
O -5.3475 2.0311 -7.8876
N -5.6888 -0.1368 -7.3779
N -4.8009 1.2664 -5.8399
H -5.6438 -0.9064 -6.7315
H -6.0587 -0.2961 -8.3059
H -4.4846 2.1914 -5.5797
H -4.7400 0.5218 -5.1661
C 7.6224 -1.3136 1.9217
O 6.8630 -2.0704 1.3377
N 8.9351 -1.5693 2.0664
N 7.2144 -0.1563 2.4729
H 9.5762 -0.9585 2.5440
H 9.2835 -2.4305 1.6661
H 6.2332 0.0743 2.3866
H 7.8248 0.4798 2.9578
C 11.7548 -4.6497 1.4520
O 10.8356 -4.2457 0.7573
N 11.6280 -5.6938 2.2906
N 12.9765 -4.0868 1.4411
H 12.3732 -6.0410 2.8705
H 10.7241 -6.1463 2.3293
H 13.1145 -3.2976 0.8234
H 13.7457 -4.4053 2.0059
*
```


(4)
The following is a DFT calculation (the ωB97M-V functional and the def2-TZVPD basis) of a cluster of 11 separate species, C14H49NO11 in total at a distorted geometry.

As for the SMILES: CC1(C)CCCC(C)(C)N1O.CO.CO.CO.CO.CO.O.O.O.O.O. The HOMO energy comes out at -0.294 hartree. Its strongest force on any atom is 3.7 eV Å⁻¹. The total energy is -39318.8322 eV. The HOMO-LUMO gap is 7.98 eV. The molar mass is 407.54 g/mol.

```
! RIJCOSX wB97M-V def2-TZVPD def2/J DEFGRID3
* xyz 0 1
C -8.8205 -4.0372 1.1679
C -8.4607 -2.4995 1.0551
C -9.5512 -1.7938 0.2519
C -8.3967 -1.9596 2.4893
C -7.9177 -0.5750 2.6928
C -6.5208 -0.4334 2.0841
C -6.3585 -0.9665 0.6667
C -6.8068 0.0341 -0.3609
C -4.7825 -1.0930 0.5263
N -7.0838 -2.2216 0.4899
O -6.9354 -2.8528 -0.7286
H -9.8276 -4.1516 1.5689
H -8.1411 -4.4638 1.9058
H -8.7079 -4.5141 0.1943
H -10.5072 -2.2550 0.4996
H -9.3365 -1.8424 -0.8157
H -9.6338 -0.7340 0.4932
H -9.4196 -1.8002 2.8302
H -7.7939 -2.6358 3.0956
H -8.0312 -0.3691 3.7571
H -8.6330 0.1481 2.3009
H -5.8108 -0.6954 2.8685
H -6.4200 0.6443 1.9552
H -6.3526 1.0216 -0.2796
H -6.7308 -0.3966 -1.3593
H -7.8816 0.1671 -0.2383
H -4.4418 -1.6755 1.3822
H -4.5075 -1.6121 -0.3918
H -4.1555 -0.2288 0.7458
H -6.2956 -3.5431 -0.5395
C 4.2633 7.9320 -3.4706
O 4.6265 6.5350 -3.4402
H 3.5295 8.1514 -4.2461
H 3.6951 8.0578 -2.5489
H 5.0596 8.6764 -3.4734
H 5.2716 6.5779 -2.7306
C -0.5985 -6.2752 -1.6739
O -1.4574 -6.6488 -0.5695
H 0.3999 -6.7113 -1.7076
H -1.0026 -6.7042 -2.5908
H -0.4953 -5.1902 -1.6569
H -1.2421 -6.1664 0.2322
C 3.9699 -0.7910 -0.5521
O 4.2240 0.0212 -1.7073
H 4.9052 -0.7505 0.0061
H 3.1211 -0.3685 -0.0145
H 3.9541 -1.8326 -0.8730
H 4.6804 0.8451 -1.5212
C 9.5420 -0.4975 -4.2035
O 10.1725 0.7796 -3.9441
H 8.6275 -0.5330 -4.7955
H 10.1410 -1.0383 -4.9363
H 9.3111 -1.1166 -3.3366
H 10.5391 1.2002 -4.7253
C 9.9617 5.4253 0.4845
O 8.9265 5.1563 -0.3647
H 10.4830 6.3591 0.2737
H 9.4638 5.5555 1.4453
H 10.5106 4.5030 0.2937
H 9.2019 4.5605 -1.0653
O 7.4603 -2.0283 3.7513
H 8.3893 -1.7983 3.7338
H 7.0131 -1.2055 3.9495
O 0.6954 0.9997 4.4595
H 0.8016 1.7448 3.8680
H 1.4428 1.0572 5.0546
O 2.3994 4.0548 1.5336
H 2.3856 4.0353 0.5767
H 1.7059 4.6703 1.7712
O 3.8705 -3.2201 -5.0722
H 2.9604 -2.9240 -5.0562
H 4.3645 -2.4986 -4.6830
O 5.7968 2.5463 4.3703
H 5.1404 2.9854 3.8294
H 6.0522 3.2031 5.0182
*
```


(5)
The following is a DFT calculation (the ωB97M-V functional and the def2-TZVPD basis) of a cluster of 11 separate species, C14H50O11 in total at a distorted geometry.

As for the SMILES: CCO.CCO.CCO.CCO.CCO.CCO.CO.CO.O.O.O. The HOMO energy comes out at -0.353 hartree. Its strongest force on any atom is 1.7 eV Å⁻¹. The total energy is -37849.5369 eV. The HOMO-LUMO gap is 9.86 eV. The molar mass is 394.54 g/mol. The energy above the lowest of the compared OMol25 structures with the same formula, charge and spin comes out at 27.6 kcal per mole.

```
! RIJCOSX wB97M-V def2-TZVPD def2/J DEFGRID3
* xyz 0 1
C -3.0934 -2.6471 0.2937
C -4.4021 -2.4251 -0.4775
O -4.7316 -1.0428 -0.3932
H -2.8623 -3.7108 0.2372
H -3.1862 -2.3329 1.3327
H -2.3009 -2.0402 -0.1492
H -5.1587 -3.0118 0.0539
H -4.2640 -2.7827 -1.5014
H -5.6767 -0.9076 -0.5022
C 1.8423 1.0889 3.7059
C 1.1217 0.9577 5.0315
O 2.1204 1.1217 6.0344
H 2.7364 0.4626 3.7153
H 2.1803 2.1200 3.5873
H 1.2417 0.7582 2.8607
H 0.7387 -0.0657 5.1279
H 0.2703 1.6441 5.0681
H 1.7244 1.1871 6.9073
C 3.4345 -1.6635 -1.5085
C 2.6065 -0.4780 -1.9500
O 3.3584 0.4944 -2.6575
H 3.8071 -2.2798 -2.3312
H 2.7973 -2.3644 -0.9556
H 4.2633 -1.3554 -0.8720
H 2.1943 -0.0025 -1.0514
H 1.7507 -0.8390 -2.5297
H 3.6731 1.1230 -1.9736
C -0.3731 2.8456 -1.5176
C -0.9151 3.3801 -2.8143
O -2.0652 4.1913 -2.5866
H -0.2572 3.6664 -0.8064
H 0.5949 2.3783 -1.6681
H -1.0996 2.1627 -1.0780
H -1.1130 2.6464 -3.6116
H -0.1299 3.9765 -3.3169
H -2.4230 4.4449 -3.4409
C 0.7447 -3.7015 -3.2685
C -0.5129 -3.6229 -2.4049
O -0.6715 -4.7315 -1.5467
H 0.6851 -4.4095 -4.0957
H 1.6262 -3.9561 -2.6765
H 0.9633 -2.7374 -3.7405
H -1.3621 -3.6640 -3.0946
H -0.5357 -2.6379 -1.9331
H -0.2292 -4.5378 -0.7116
C 2.4746 2.7436 0.5928
C 3.9838 2.7039 0.5304
O 4.4098 2.1621 -0.7155
H 2.0027 1.7574 0.5712
H 2.1032 3.3351 -0.2405
H 2.0970 3.1577 1.5276
H 4.4438 2.2141 1.3951
H 4.3464 3.7370 0.6187
H 5.3494 2.3389 -0.8185
C -2.3093 -0.0223 -2.6255
O -0.9417 -0.1297 -2.2583
H -2.4585 0.4721 -3.5909
H -2.7405 -1.0233 -2.7232
H -2.8242 0.5669 -1.8724
H -0.4528 -0.5032 -2.9994
C -2.4882 0.4727 4.4146
O -1.7390 -0.0922 3.3436
H -1.9933 0.2450 5.3557
H -2.5942 1.5571 4.3035
H -3.5072 0.0696 4.4081
H -2.0096 0.4131 2.5613
O 0.1010 -0.3960 0.3571
H -0.5396 0.0488 0.9283
H -0.2541 -0.3101 -0.5471
O 1.7813 -2.3942 1.6115
H 2.6535 -1.9979 1.7018
H 1.2300 -1.6970 1.2086
O -2.8336 1.1603 1.0018
H -3.4508 0.6363 0.4620
H -2.9520 2.0724 0.7072
*
```


(6)
The following is a DFT calculation (the ωB97M-V functional and the def2-TZVPD basis) of a cluster of 10 separate species, C14H50O16P2 in total at a distorted geometry.

The HOMO energy (spin up / spin down) comes out at -0.430 / -0.430 hartree. Its strongest force on any atom is 4.9 eV Å⁻¹. The total energy is -66655.6808 eV. The HOMO-LUMO gap (spin up / spin down) is 9.25 / 2.24 eV. The molar mass is 536.49 g/mol. Its expectation value of S² is 0.755.

```
! RIJCOSX wB97M-V def2-TZVPD def2/J DEFGRID3
* xyz 1 2
C -1.8866 -2.4290 4.1952
O -2.0387 -1.6528 2.9827
H -2.8645 -2.9010 4.2899
H -1.1440 -3.2148 4.0574
H -1.8376 -1.8408 5.1116
H -2.9732 -1.4351 3.0145
C -1.4919 2.7242 3.7471
O -0.5485 3.0743 4.6495
H -1.1979 3.0094 2.7370
H -1.7055 1.6565 3.6978
H -2.4883 3.1343 3.9115
H -0.4141 4.0234 4.7011
C -2.7214 -3.2232 -0.8150
O -3.4536 -2.7160 -1.9552
H -3.4512 -3.4855 -0.0490
H -2.3045 -4.1804 -1.1281
H -1.8172 -2.6833 -0.5340
H -2.8311 -2.5434 -2.6654
C -0.1153 0.1504 0.0902
O 0.2838 -1.0037 0.7816
H -0.5612 0.7560 0.8793
H 0.7045 0.6207 -0.4529
H -0.9309 -0.1386 -0.5726
H -0.2438 -1.2297 1.5511
C 2.5768 0.2674 -3.5299
O 1.9162 1.5057 -3.1795
H 1.9363 -0.1239 -4.3203
H 3.5487 0.4482 -3.9891
H 2.8406 -0.3844 -2.6969
H 0.9632 1.4248 -3.0963
C 3.2761 0.4562 1.5321
O 3.2841 -0.8416 0.9590
H 2.8847 1.1358 0.7752
H 2.5518 0.5998 2.3339
H 4.2363 0.8403 1.8766
H 2.4048 -1.0009 0.6080
C 1.2399 0.0503 4.7685
O 0.4191 0.5349 5.7601
H 1.3802 -1.0291 4.8261
H 0.8400 0.3330 3.7947
H 2.1869 0.5732 4.9024
H 0.1917 1.3907 5.3893
C -0.7716 2.5092 -3.7980
O -0.8551 1.2394 -3.1628
H 0.0332 2.4269 -4.5285
H -1.6745 2.8835 -4.2805
H -0.4666 3.1162 -2.9456
H -1.6636 1.2620 -2.6456
C 1.5545 -3.1981 -1.2558
O 2.1177 -4.3765 -1.6757
P 3.4150 -4.3636 -2.6884
O 3.3978 -3.4318 -3.8175
O 4.6528 -4.2451 -1.6462
C 4.9137 -2.9890 -1.0220
O 3.5134 -6.0051 -3.1333
C 4.7120 -6.3310 -3.8096
H 0.5155 -3.0995 -1.5701
H 2.0580 -2.2437 -1.4100
H 1.5434 -3.1433 -0.1672
H 4.5436 -2.0740 -1.4846
H 6.0007 -2.9122 -0.9989
H 4.6211 -3.0032 0.0279
H 5.4575 -6.7070 -3.1088
H 5.2580 -5.5017 -4.2593
H 4.3521 -7.1446 -4.4394
C -0.9890 4.6956 0.3154
O -2.0955 4.8313 -0.4790
P -3.0889 3.5872 -0.7222
O -2.4338 2.3321 -1.2058
O -4.1968 4.1018 -1.8017
C -5.0884 5.1421 -1.3909
O -3.9046 3.5096 0.7142
C -4.3454 2.2946 1.3488
H -0.5765 3.6918 0.4171
H -1.2883 5.0772 1.2916
H -0.1940 5.2417 -0.1923
H -5.0606 5.4854 -0.3567
H -6.0507 4.6357 -1.4653
H -4.8814 6.0212 -2.0013
H -4.1888 2.3598 2.4255
H -4.0658 1.4037 0.7865
H -5.4245 2.2693 1.1970
*
```